# 1
This record from the Open Molecules 2025 dataset describes a structure of composition C24H26N2O10S2Sn. The level of theory is wB97M-V/def2-TZVPD.

```
65
Properties=species:S:1:pos:R:3:forces:R:3
Sn -0.319 -1.428 -1.765 0.194 -0.132 -0.116
O -2.187 -5.018 -0.823 -0.150 -0.310 0.093
C -1.435 -4.079 -0.957 0.140 0.054 0.113
O -1.738 -2.976 -1.564 -0.198 0.184 -0.253
C 0.017 -4.110 -0.366 -0.285 -0.028 -0.057
O 0.430 -5.099 0.208 0.118 -0.299 0.170
O 0.671 -3.018 -0.542 0.165 0.363 -0.033
C -4.204 -0.499 -1.805 -0.010 -0.009 0.103
C -3.681 -0.992 -3.102 -0.039 0.077 0.103
N -2.427 -1.000 -3.487 -0.125 0.024 0.176
C -2.432 -1.521 -4.761 0.124 -0.094 -0.165
C -3.712 -1.822 -5.143 -0.250 0.292 -0.167
N -4.484 -1.471 -4.075 -0.113 -0.058 -0.017
C -4.402 -2.336 -6.382 0.037 -0.636 0.480
O -3.651 -2.679 -7.330 -0.019 0.345 -0.560
O -5.632 -2.448 -6.299 -0.270 0.212 -0.037
C -1.173 -1.708 -5.523 -0.086 0.195 -0.203
O -1.307 -2.066 -6.788 0.409 0.287 0.024
O -0.092 -1.509 -5.016 0.190 -0.077 0.008
H -3.407 -0.486 -1.068 0.027 0.007 0.034
H -5.000 -1.149 -1.444 -0.034 -0.027 0.028
H -4.602 0.513 -1.911 -0.017 0.031 0.019
H -5.484 -1.615 -4.080 0.130 0.022 -0.013
H -2.289 -2.183 -7.070 -0.059 -0.559 0.108
C -1.720 5.905 3.574 0.054 -0.035 -0.059
C -0.967 5.869 4.878 0.038 0.212 0.226
O -0.912 6.824 5.621 -0.001 -0.259 -0.208
S -0.136 4.377 5.394 -0.028 0.052 -0.036
C -0.430 3.209 4.092 0.043 -0.057 -0.006
C -1.544 2.376 4.139 0.014 0.052 0.027
C -1.768 1.458 3.130 -0.002 -0.001 -0.005
C -0.884 1.348 2.052 -0.058 -0.032 0.055
C 0.243 2.182 2.020 -0.008 0.007 -0.053
C 0.467 3.094 3.031 -0.047 0.062 0.134
C -1.095 0.411 1.001 -0.069 -0.055 -0.222
C -1.215 -0.335 0.041 0.182 -0.078 0.184
H -1.491 6.850 3.084 -0.016 0.016 0.006
H -2.784 5.895 3.808 -0.052 -0.014 0.000
H -1.497 5.070 2.914 -0.006 0.060 0.032
H -2.235 2.456 4.968 -0.009 -0.002 0.030
H -2.633 0.810 3.164 -0.025 -0.028 -0.004
H 0.931 2.079 1.190 0.039 0.011 -0.026
H 1.339 3.734 3.000 0.063 0.041 0.005
C 1.933 -2.719 2.504 0.074 -0.045 0.047
C 3.125 -1.773 2.587 -0.033 -0.031 0.071
C 2.847 -0.426 1.938 0.102 -0.085 -0.043
S 2.577 -0.520 0.151 -0.208 0.361 -0.104
O 2.272 0.896 -0.245 0.108 0.057 -0.008
C 4.300 -0.844 -0.399 -0.053 -0.036 -0.013
C 4.965 0.381 -1.010 0.030 -0.025 -0.016
C 5.382 1.428 0.013 -0.001 -0.034 -0.014
H 2.169 -3.683 2.955 -0.007 -0.044 0.025
H 1.627 -2.905 1.476 -0.002 -0.027 -0.045
H 1.077 -2.300 3.032 -0.098 0.051 0.048
H 4.001 -2.240 2.129 0.046 -0.007 -0.016
H 3.394 -1.585 3.631 0.012 -0.029 0.003
H 3.634 0.309 2.105 0.057 0.051 0.031
H 1.904 -0.016 2.301 -0.037 0.030 0.018
H 4.208 -1.642 -1.135 0.001 -0.029 -0.026
H 4.869 -1.229 0.447 0.046 -0.043 0.060
H 4.279 0.831 -1.728 0.004 -0.009 -0.007
H 5.842 0.035 -1.568 -0.044 0.016 0.006
H 4.505 1.857 0.490 -0.076 0.024 0.047
H 5.934 2.237 -0.464 0.046 0.070 -0.036
H 6.025 0.995 0.782 0.041 -0.031 0.053
```
Forces are in eV/Å.

As for the LUMO energy: 3.54 eV. The value obtained for the HOMO energy is -2.8 eV. The value obtained for the max |F| is 0.80 eV/A. The calculation puts the frontier orbital gap at 6.345 eV. Its total charge is -2. The calculation puts the calculated total energy at -2802.91490 Ha.

---

# 2
This record from the Open Molecules 2025 dataset describes a structure of composition C24H26N4O4. The level of theory is wB97M-V/def2-TZVPD.

```
58
Properties=species:S:1:pos:R:3:forces:R:3
C 3.763 0.165 -1.959 -2.373 -0.701 -3.876
N 4.015 0.466 -0.646 -0.047 1.614 0.370
C 3.770 -0.248 0.385 -2.691 -8.087 -0.323
O 3.853 0.005 1.531 0.481 1.422 2.905
C 3.123 -1.906 -0.042 -10.062 10.024 13.224
H 3.698 -2.316 -0.552 9.045 -7.028 -8.400
H 3.027 -2.420 1.211 0.547 1.480 -4.191
C 1.623 -1.685 -0.577 0.377 -1.789 1.792
N 0.537 -1.637 0.430 1.936 -0.476 2.631
C 0.393 -2.979 1.157 0.807 3.891 -0.565
C -0.264 -3.675 0.123 2.239 -8.794 -1.114
N 0.580 -3.794 -1.135 -3.457 -6.449 -1.159
C 1.546 -3.086 -1.503 -4.347 8.422 9.311
O 2.228 -2.892 -2.359 7.261 -1.503 -10.339
H 0.588 -4.667 -1.819 -1.057 1.745 2.278
H -1.270 -3.553 -0.074 -1.780 0.991 -0.531
H -0.263 -5.053 0.549 -0.213 3.737 -1.192
H 1.227 -3.424 1.692 0.537 -0.091 -0.611
H -0.279 -2.688 1.895 -1.566 -0.083 1.533
C 0.618 -0.480 1.546 -2.925 -4.049 -5.856
C -0.766 -0.233 1.891 3.691 1.592 9.240
C -1.929 -0.160 1.281 4.040 -1.115 -4.220
C -3.086 0.162 1.654 -7.162 0.409 4.881
C -3.328 0.404 3.117 -5.067 -0.594 -9.302
C -2.180 0.542 3.553 8.109 0.762 13.341
C -0.824 0.111 3.310 -4.117 0.199 -5.509
H -0.050 -0.072 3.987 0.785 0.390 1.095
H -2.284 0.773 4.806 0.537 -0.295 -2.875
H -4.340 0.535 3.410 -0.312 0.346 0.906
O -4.169 -0.052 0.884 -0.672 1.762 -3.603
C -4.135 0.433 -0.565 -0.573 -2.909 5.854
C -3.311 1.257 -1.154 6.659 3.310 9.919
C -3.302 1.642 -2.351 -3.550 -1.888 -7.121
C -4.267 0.856 -3.231 1.937 3.683 -0.458
C -5.151 -0.026 -2.689 10.981 8.006 5.232
C -5.030 -0.090 -1.316 -6.197 -7.168 -1.658
H -5.719 -1.017 -1.106 1.199 2.042 1.365
H -5.840 -0.421 -3.071 -9.660 -5.933 -6.125
H -4.297 1.282 -4.241 -0.135 -0.822 0.065
H -2.770 2.474 -2.668 1.086 1.010 -0.996
H -2.495 1.702 -0.217 -2.144 -0.713 -3.239
H -1.796 -0.448 0.330 -0.168 -1.013 -3.868
H 1.267 -0.715 2.279 2.041 -0.561 2.592
H 0.931 0.196 0.871 1.548 3.308 -1.422
H 1.425 -0.750 -1.149 0.708 -0.968 -0.246
C 4.257 1.807 -0.358 -3.970 -0.279 7.484
C 2.913 2.548 -0.283 -0.371 4.776 -0.071
N 1.798 1.972 -0.544 -1.650 2.502 -0.215
O 0.756 3.177 -0.558 -1.888 -2.721 0.547
C 1.197 4.295 -0.066 12.985 -11.615 -1.549
C 2.697 4.084 -0.065 -3.685 -2.285 0.643
H 3.456 4.785 0.185 0.426 0.342 0.276
H 0.888 5.148 -0.076 -5.025 9.346 -0.013
H 4.858 2.212 -0.983 4.015 2.985 -4.222
H 4.677 1.861 0.764 -0.622 -0.035 -2.590
H 4.664 0.563 -2.362 0.612 -0.504 -2.003
H 2.844 0.655 -2.534 1.657 -0.148 1.743
H 3.472 -0.889 -2.160 1.244 0.520 0.237
```
Forces are in eV/Å.

As for the LUMO energy: 0.61 eV. The value obtained for the HOMO energy is -7.9 eV. The value obtained for the max |F| is 19.41 eV/A. The calculation puts the frontier orbital gap at 8.509 eV. Its total charge is 0. The calculation puts the calculated total energy at -1449.35708 Ha.

---

# 3
This record from the Open Molecules 2025 dataset describes an isolated molecule of C24H26N4O5S. The level of theory is wB97M-V/def2-TZVPD.

```
60
Properties=species:S:1:pos:R:3:forces:R:3
O -0.438 2.864 -0.956 0.082 0.221 0.107
C -0.774 1.719 -1.178 -0.146 -0.221 -0.292
N -2.043 1.272 -1.042 -0.185 -0.129 -0.001
C -3.033 2.065 -0.348 0.184 0.039 0.471
C -2.812 1.980 1.177 0.036 0.455 -0.328
C -3.998 2.547 1.981 0.146 -0.078 -0.010
C -4.429 1.374 2.870 0.141 -0.154 -0.159
C -3.891 0.174 2.093 -0.353 -0.127 0.243
O -2.656 0.623 1.567 0.181 -0.011 -0.064
C 0.196 0.708 -1.720 0.448 0.043 -0.244
C 0.924 1.049 -2.831 -0.261 -0.110 0.336
C 1.881 0.146 -3.348 -0.260 -0.237 0.493
C 2.653 0.457 -4.559 0.369 0.120 -0.539
C 3.902 -0.133 -4.755 -0.198 0.151 -0.019
C 4.609 0.172 -5.905 0.051 -0.183 0.255
N 4.162 0.996 -6.838 0.237 0.123 -0.445
C 2.974 1.547 -6.660 -0.246 0.134 0.023
C 2.180 1.318 -5.548 0.147 -0.163 0.183
N 2.141 -1.001 -2.765 0.328 0.089 -0.498
C 1.471 -1.353 -1.658 -0.490 0.172 0.431
C 1.809 -2.584 -1.051 -0.136 -0.023 0.258
C 1.172 -2.989 0.088 0.270 -0.174 -0.193
C 0.175 -2.181 0.646 -0.488 -0.033 0.446
S -0.615 -2.731 2.165 -0.037 0.023 0.377
O -1.995 -2.349 2.125 0.125 0.354 -0.156
O -0.284 -4.113 2.353 0.308 0.084 -0.159
N 0.084 -1.902 3.417 -0.509 -0.631 -0.693
C -0.196 -0.495 3.588 -0.006 0.589 -0.114
C 0.945 0.374 3.046 -0.263 0.005 -0.008
O 2.194 -0.028 3.567 0.062 0.105 0.180
C 2.472 -1.375 3.253 -0.042 -0.280 0.063
C 1.404 -2.300 3.845 0.683 -0.085 -0.038
C -0.194 -0.990 0.089 -0.088 -0.113 0.117
C 0.449 -0.538 -1.083 0.308 -0.210 -0.224
H -2.220 0.282 -1.102 0.119 0.064 -0.067
H -4.022 1.691 -0.617 0.000 0.056 0.009
H -2.928 3.103 -0.669 -0.143 -0.063 0.010
H -1.866 2.481 1.410 -0.115 -0.023 -0.048
H -3.706 3.418 2.563 -0.046 0.060 -0.025
H -4.802 2.839 1.306 -0.041 0.061 -0.012
H -5.505 1.327 3.014 -0.051 0.005 0.066
H -3.942 1.432 3.843 -0.026 -0.026 0.037
H -3.683 -0.713 2.688 -0.107 0.049 -0.035
H -4.575 -0.097 1.276 0.006 -0.034 0.052
H 0.775 2.015 -3.285 -0.007 0.092 -0.023
H 4.292 -0.809 -4.012 0.064 -0.065 0.032
H 5.582 -0.261 -6.094 0.070 -0.078 0.084
H 2.643 2.208 -7.451 -0.115 0.061 -0.010
H 1.210 1.783 -5.471 -0.086 0.061 -0.004
H 2.580 -3.178 -1.515 0.068 -0.067 -0.049
H 1.399 -3.924 0.575 0.097 -0.134 -0.040
H -0.317 -0.304 4.660 -0.033 -0.014 -0.085
H -1.130 -0.277 3.072 -0.016 0.221 0.112
H 0.973 0.325 1.947 0.009 0.057 0.137
H 0.813 1.413 3.352 -0.084 -0.040 -0.080
H 2.518 -1.503 2.159 0.042 0.006 0.114
H 3.452 -1.589 3.683 -0.051 -0.079 -0.080
H 1.442 -2.239 4.939 -0.015 -0.049 -0.082
H 1.549 -3.334 3.536 0.191 0.008 0.169
H -0.971 -0.413 0.568 -0.127 0.127 0.021
```
Forces are in eV/Å.

As for the LUMO energy: -0.79 eV. The value obtained for the HOMO energy is -9.0 eV. The value obtained for the max |F| is 1.07 eV/A. As for the SMILES: O=C(NC[C@H]1CCCO1)c1cc(-c2ccncc2)nc2ccc(S(=O)(=O)N3CCOCC3)cc12. The calculation puts the frontier orbital gap at 8.182 eV. Its total charge is 0. The calculation puts the calculated total energy at -1923.57919 Ha.